(1)
Molecular formula: C36H66ClN12
Method: DFT, ωB97M-V with the def2-TZVPD basis set

## Properties
ΔE to the lowest compared entry with this formula, charge and spin = 89.1 kcal per mole
total charge = +5
E = -2526.901716 Ha
orbital gap = 9.411 eV

XYZ file:
```
115
Properties=species:S:1:pos:R:3:forces:R:3
N -29.771 -12.255 2.491 0.5 0.2 0.8
H -31.757 -7.615 -6.060 0.5 -0.3 -0.6
N -29.181 -15.918 -2.553 0.1 -0.8 0.2
C -27.680 -17.385 -6.670 1.5 0.7 0.9
H -34.489 -14.670 -2.814 -0.1 0.1 -0.2
H -36.396 -16.613 -2.301 -0.1 0.1 0.0
H -31.972 -15.323 -4.324 -0.1 0.0 0.1
H -35.651 -18.608 4.402 -0.1 -0.2 -0.1
H -35.848 -19.558 -4.580 -0.3 0.3 -0.2
H -34.628 -18.437 6.579 -0.2 -0.1 -0.2
H -26.898 -17.872 -6.080 -0.4 -0.4 0.1
N -28.916 -16.483 -4.630 -0.5 0.3 -0.5
H -31.889 -12.613 -4.094 0.3 0.5 0.4
C -36.053 -18.974 -3.682 1.3 -1.1 0.5
H -34.564 -20.038 4.390 -0.2 0.0 -0.1
H -37.796 -18.113 -2.635 0.2 0.0 0.2
N -33.926 -18.391 3.284 -0.1 0.7 -0.9
H -30.239 -10.008 -6.417 -0.2 0.0 -0.3
H -33.874 -18.024 -5.327 0.0 0.0 0.0
C -29.049 -7.291 1.355 -1.0 -0.4 0.7
H -30.849 -8.608 -0.345 0.0 0.4 -0.2
C -34.713 -15.599 -3.311 -0.3 -1.4 -0.3
H -33.125 -19.098 6.034 0.0 0.0 -0.1
C -29.789 -8.745 -0.485 0.2 0.1 -0.5
H -33.599 -10.624 -3.909 0.1 -0.4 -0.1
H -28.934 -16.825 -0.711 -0.2 -0.1 0.1
H -31.608 -17.797 1.079 0.0 -0.4 0.0
H -28.630 -14.546 -5.463 0.4 0.1 0.1
H -29.089 -15.082 -0.668 -0.1 0.0 0.0
C -34.362 -17.332 2.594 -0.6 -0.9 0.4
C -33.920 -7.936 -4.539 -0.2 1.7 -0.3
H -33.857 -14.996 1.043 0.5 0.0 0.3
H -35.462 -19.500 -2.922 -0.4 -0.1 0.2
C -31.863 -8.655 -5.792 -0.7 0.8 0.3
C -29.212 -16.946 -3.419 0.1 0.3 -0.3
C -27.629 -8.853 -0.109 -0.2 0.5 0.8
H -33.708 -5.804 -4.161 0.1 0.1 0.1
C -29.994 -10.317 -2.413 -0.5 -0.8 0.2
C -29.491 -15.984 -1.121 0.9 -0.1 0.1
C -31.168 -11.945 2.792 -0.6 -0.6 0.9
C -31.394 -12.141 -4.945 -1.2 -0.9 -1.8
N -33.911 -16.129 -4.316 -0.5 0.8 1.0
C -27.933 -9.739 -1.081 0.2 -0.3 -0.7
C -34.290 -17.382 -4.566 0.0 -0.1 -0.6
N -28.811 -8.216 0.252 -0.2 -1.1 -1.1
H -38.101 -18.716 -4.238 -0.1 -0.1 0.1
H -27.170 -13.322 0.877 0.1 0.1 0.1
C -35.618 -16.583 -3.039 0.3 0.3 0.7
C -32.461 -17.934 1.720 0.3 0.3 -0.4
H -32.646 -15.846 -5.893 0.2 0.1 0.1
H -29.308 -10.909 -3.014 0.2 0.1 0.2
H -30.353 -8.601 2.516 0.0 0.1 -0.1
H -29.396 -18.200 -5.636 0.2 -0.1 -0.1
H -31.792 -12.649 -5.833 0.3 -0.4 0.1
C -29.392 -8.096 2.614 0.6 0.4 0.4
H -31.226 -11.313 3.678 0.5 0.4 -0.2
C -33.946 -18.446 5.729 0.2 -0.3 0.6
H -28.636 -8.839 2.876 0.1 0.1 -0.1
C -31.895 -13.223 3.233 -0.7 -0.1 -0.4
H -37.867 -19.832 -2.896 0.2 -0.1 -0.1
H -30.545 -9.682 -3.103 0.2 0.5 0.3
H -27.751 -17.922 -7.611 -0.5 0.0 0.0
N -32.923 -8.909 -4.968 -0.4 -1.9 0.6
H -32.203 -6.726 -3.878 0.0 0.2 -0.2
H -30.326 -12.328 -4.981 0.1 0.6 0.4
H -25.593 -12.832 2.859 0.0 0.0 0.1
H -35.333 -16.907 2.793 0.1 0.3 -0.2
C -31.194 -9.817 -5.958 0.9 0.1 0.3
H -32.166 -19.555 3.249 0.2 -0.1 -0.4
H -27.398 -10.527 -1.582 0.5 0.4 0.0
C -28.738 -15.123 -4.563 0.4 -0.5 0.9
C -37.519 -18.900 -3.333 -0.5 0.4 -0.6
H -26.714 -8.609 0.404 0.1 -0.1 -0.2
C -34.622 -18.955 4.461 0.4 0.5 0.3
H -27.185 -16.426 -6.855 -0.5 0.2 -0.3
H -33.508 -6.820 -2.721 0.0 0.2 0.0
H -34.392 -7.554 -5.446 0.0 -0.1 0.0
H -34.730 -8.363 -3.955 0.3 -0.6 0.0
H -31.716 -14.073 2.572 0.2 0.1 0.0
H -29.453 -17.979 -3.230 0.1 0.0 0.3
H -28.234 -6.577 1.420 0.1 -0.2 0.2
H -28.922 -11.951 4.449 0.0 0.1 0.0
C -33.289 -6.731 -3.784 -0.2 -0.8 0.1
H -29.462 -7.405 3.456 -0.1 -0.1 0.0
H -30.698 -11.010 -1.937 0.0 0.0 -0.1
N -35.320 -17.694 -3.797 -0.7 1.2 0.0
C -28.977 -17.228 -5.904 -0.6 -1.1 -0.4
H -31.650 -13.494 4.260 0.4 0.0 -0.1
H -29.969 -6.753 1.126 0.3 0.3 -0.3
C -32.905 -10.211 -4.621 0.6 1.3 -0.1
H -30.553 -16.032 -0.908 -0.1 0.0 -0.3
N -29.262 -9.597 -1.378 -0.5 0.2 0.8
C -27.918 -12.912 1.534 -0.2 -0.7 -0.2
H -33.162 -14.340 -5.188 -0.5 -0.1 0.3
H -26.445 -13.830 4.069 0.0 -0.1 -0.2
H -28.673 -13.812 -2.842 -0.2 -0.2 0.6
H -29.877 -12.936 0.447 0.0 0.1 0.0
N -31.819 -10.766 -5.184 -0.4 0.2 1.0
H -31.596 -11.381 1.968 -0.1 -0.4 -0.2
C -33.675 -15.980 0.621 -0.6 -0.4 -0.6
H -29.740 -16.766 -6.531 0.0 0.3 0.1
C -28.793 -12.208 3.410 -0.4 -0.1 -0.5
C -32.722 -18.781 2.745 -0.2 0.1 0.7
C -29.254 -12.752 1.315 0.2 0.5 0.2
N -27.660 -12.613 2.850 -0.1 0.2 0.2
H -34.561 -16.181 0.016 0.0 -0.2 0.0
H -33.544 -17.437 5.637 -0.1 0.1 -0.2
C -28.800 -14.807 -3.230 -0.5 1.1 -1.7
H -32.978 -13.084 3.256 0.1 0.3 -0.1
C -32.872 -15.355 -4.942 1.0 -0.7 -1.0
Cl -32.060 -13.468 -1.362 0.3 0.0 -0.2
H -26.214 -12.126 4.357 -0.3 0.3 -0.2
H -32.833 -16.006 -0.061 0.2 0.3 0.2
N -33.512 -17.044 1.611 -0.2 0.0 0.9
C -26.408 -12.860 3.578 0.4 -0.1 0.0
```
Forces are in eV/Å.

Results of the Mulliken charge analysis, in e, for atoms 1 through 6: number 1, N, carries 0.433; number 2, H, carries 0.516; number 3, N, carries 0.193; number 4, C, carries -1.255; number 5, H, carries 0.536; number 6, H, carries 0.402

=====

(2)
Molecular formula: C4H9N2
Method: DFT, ωB97M-V with the def2-TZVPD basis set

## Properties
ΔE to the lowest compared entry with this formula, charge and spin = 122.5 kcal per mole
total charge = +1
E = -266.904123 Ha
orbital gap (spin up / spin down) = 8.854 / 9.179 eV

XYZ file:
```
15
Properties=species:S:1:pos:R:3:forces:R:3
C 1.018 -1.576 -1.341 -0.9 0.8 -1.1
H 0.927 0.507 2.305 1.2 0.5 0.9
C -1.738 1.823 -1.091 -1.7 1.8 0.6
H -0.485 1.565 1.639 1.3 -1.8 0.5
H 2.030 -1.829 -1.788 -1.3 0.5 1.0
H 0.367 -2.425 -1.212 0.3 -0.8 -0.1
H 1.597 -1.389 0.759 0.1 -0.2 -0.3
C 0.034 0.521 1.751 -1.9 1.6 -1.4
H -1.970 2.593 -0.216 1.0 -1.7 -1.5
H 0.359 -0.919 -2.003 1.5 -0.5 0.9
N -1.150 0.744 -1.203 1.7 -0.9 0.9
H -2.314 2.070 -2.054 0.6 -0.2 1.1
C 0.278 -0.009 0.399 -1.8 0.4 -1.1
N 1.027 -0.967 0.022 0.0 0.8 -0.1
H -0.673 -0.105 2.296 -0.2 -0.2 -0.2
```
Forces are in eV/Å.

Results of the Mulliken charge analysis, in e, for atoms 1 through 6: number 1, C, carries -0.687; number 2, H, carries 0.410; number 3, C, carries -0.098; number 4, H, carries 0.239; number 5, H, carries 0.295; number 6, H, carries 0.336

=====

(3)
Molecular formula: C4H11N3
Method: DFT, ωB97M-V with the def2-TZVPD basis set

## Properties
ΔE to the lowest compared entry with this formula, charge and spin = 121.5 kcal per mole
SMILES = C=CN(N)[C@@H](C)N
E = -323.112969 Ha
orbital gap = 8.309 eV

XYZ file:
```
18
Properties=species:S:1:pos:R:3:forces:R:3
H 0.962 2.356 -0.622 -0.1 -0.1 0.1
N 0.561 0.606 0.336 -1.5 -1.2 0.8
C 1.163 -1.282 -1.183 0.1 0.1 -0.1
C -0.926 0.533 1.061 2.7 2.2 1.2
H 0.227 0.583 -1.757 0.1 0.0 0.0
H -1.832 0.255 2.943 -0.4 -0.1 -0.3
H 1.136 -2.009 -0.367 -0.1 0.1 0.0
N -1.161 -0.502 -0.623 1.8 0.2 -1.0
H -1.242 1.575 1.048 -0.2 0.1 0.0
C 0.251 -0.099 -0.892 -1.3 -0.2 -0.4
H 2.196 -0.933 -1.266 -0.1 0.0 0.0
C -1.323 -0.216 2.111 0.2 0.0 -0.6
H -1.195 -1.291 2.115 0.5 0.0 0.4
N 1.192 1.863 0.244 -0.4 -0.4 0.0
H -1.877 0.008 -1.136 0.1 -1.1 0.3
H -1.231 -1.407 -0.166 -0.8 0.4 -0.7
H 2.203 1.748 0.273 -0.3 -0.1 0.2
H 0.896 -1.786 -2.119 0.0 0.1 0.1
```
Forces are in eV/Å.

Results of the Mulliken charge analysis, in e, for atoms 1 through 6: number 1, H, carries 0.240; number 2, N, carries 0.118; number 3, C, carries -1.405; number 4, C, carries -0.063; number 5, H, carries 0.385; number 6, H, carries 0.247

=====

(4)
Molecular formula: C21H23N3O2
Method: DFT, ωB97M-V with the def2-TZVPD basis set

## Properties
ΔE to the lowest compared entry with this formula, charge and spin = 8.5 kcal per mole
SMILES = CCCC(=O)NCc1cc(-c2nn(C)c(=O)c3ccccc23)ccc1C
E = -1128.823358 Ha
orbital gap = 8.634 eV

XYZ file:
```
49
Properties=species:S:1:pos:R:3:forces:R:3
C -0.352 -0.472 1.133 0.0 0.1 -0.1
N -1.174 -0.650 -4.713 -0.2 0.4 -0.4
N 1.619 -0.138 2.553 -0.1 0.1 -0.5
H -3.444 3.754 -1.297 0.0 0.0 0.1
C -1.388 -2.534 0.486 0.1 0.0 0.1
C -1.412 -0.245 -2.480 0.1 -0.2 -0.5
C 3.326 -0.930 4.051 0.0 0.1 0.0
C -1.197 -0.761 -1.120 0.0 -0.2 0.3
C 0.347 0.411 2.134 -0.1 0.1 0.1
C -0.746 -1.618 -5.699 0.1 -0.1 -0.3
C 4.396 0.144 3.820 0.0 0.0 0.2
C -2.510 1.892 -1.738 0.0 0.0 0.0
H 4.419 0.902 5.840 0.0 0.0 0.1
H -1.255 -3.160 3.008 0.0 0.0 0.0
H 0.014 -1.173 -6.342 0.0 -0.1 0.0
N -1.061 -1.031 -3.447 0.1 -0.2 1.0
H 2.281 -0.367 1.829 0.0 0.0 0.1
C -2.069 1.469 -4.074 0.0 0.1 0.4
H -2.071 -2.664 -1.541 -0.1 -0.1 -0.1
H -0.347 -2.479 -5.171 0.0 0.1 0.0
H -3.502 4.503 -3.644 0.0 0.1 0.0
C -1.618 0.582 -5.148 0.1 -0.2 0.0
H -0.248 0.522 3.046 0.1 0.1 -0.1
H 0.503 1.406 1.700 -0.1 -0.1 0.1
C -2.610 2.715 -4.395 0.0 -0.1 -0.1
C -0.565 -2.338 2.832 0.0 0.0 0.0
C 4.281 1.278 4.830 0.1 -0.1 -0.2
H -1.711 -3.535 0.733 0.0 -0.1 0.0
H 3.298 1.741 4.774 -0.1 0.1 0.1
O 1.157 -0.140 4.756 -0.2 0.1 0.4
C -3.045 3.115 -2.072 0.0 0.0 0.1
H -0.211 0.998 -0.408 0.0 0.1 0.0
H 0.450 -2.725 2.926 0.1 0.0 0.1
H 3.395 -1.296 5.076 -0.1 0.0 -0.1
H -2.505 1.563 -0.710 0.0 0.0 0.1
H -0.700 -1.593 3.612 0.0 0.0 0.1
H 4.302 0.546 2.808 0.1 0.0 0.0
C -0.564 0.009 -0.151 0.0 -0.1 0.0
H 5.382 -0.319 3.902 0.0 0.0 -0.1
O -1.630 0.850 -6.337 0.0 0.1 -0.1
C 1.929 -0.370 3.848 0.5 -0.3 0.0
H -2.649 2.999 -5.436 0.0 0.0 -0.1
H -1.592 -1.912 -6.322 0.1 0.0 0.0
C -3.085 3.538 -3.400 0.0 0.0 -0.1
C -1.594 -2.053 -0.791 0.0 0.2 -0.1
C -1.987 1.055 -2.733 -0.1 0.3 -0.5
C -0.775 -1.762 1.467 0.0 0.0 -0.1
H 3.485 -1.766 3.367 0.0 0.0 0.0
H 5.035 2.038 4.638 0.0 0.1 0.0
```
Forces are in eV/Å.

Results of the Mulliken charge analysis, in e, for atoms 1 through 6: number 1, C, carries 0.881; number 2, N, carries 0.548; number 3, N, carries 0.008; number 4, H, carries 0.420; number 5, C, carries -0.988; number 6, C, carries 0.147

=====

Question: Among the records above, which one has the lowest ΔE to the lowest compared entry with this formula, charge and spin?
Answer: C21H23N3O2